Record 1
74
Properties=species:S:1:pos:R:3 method="wB97M-V/def2-TZVPD" gap_ha=0.279 max_force_ha_per_bohr=0.0096 homo_energy_ha=-0.310 de_lowest_ev=0.0000 lumo_energy_ev=-0.8247
Rh 0.426 0.175 -0.145
O -0.955 -3.615 -0.139
C -0.390 -2.543 0.023
N -0.753 -1.348 -0.445
C -1.840 -1.170 -1.374
C -1.926 0.288 -1.757
C -2.910 0.762 -2.612
C -2.933 2.101 -2.949
C -1.967 2.952 -2.429
C -1.011 2.424 -1.590
N -1.003 1.130 -1.255
C 0.864 -2.427 0.876
C 1.358 -3.502 1.583
C 2.493 -3.322 2.363
C 3.089 -2.072 2.420
C 2.537 -1.034 1.690
N 1.458 -1.219 0.932
H -2.793 -1.483 -0.934
H -1.699 -1.773 -2.279
H -3.641 0.071 -3.009
H -3.693 2.481 -3.620
H -1.943 4.003 -2.676
H -0.213 3.026 -1.175
H 0.841 -4.448 1.498
H 2.906 -4.151 2.923
H 3.970 -1.893 3.020
H 2.944 -0.031 1.694
Cl -0.492 6.145 3.645
C 0.114 4.874 2.656
C -0.435 3.601 2.731
Cl -1.731 3.275 3.814
C 0.066 2.586 1.927
Cl -0.647 0.994 2.025
C 1.130 2.764 1.023
O 1.618 1.819 0.278
C 1.643 4.083 0.954
Cl 2.881 4.379 -0.200
C 1.155 5.105 1.753
Cl 1.825 6.682 1.621
F 4.796 1.247 -4.175
C 5.130 1.479 -2.896
C 4.657 0.655 -1.889
C 5.024 0.993 -0.600
F 4.561 0.272 0.435
C 5.859 2.053 -0.308
F 6.196 2.331 0.950
C 6.328 2.843 -1.343
F 7.120 3.878 -1.085
C 5.955 2.560 -2.646
F 6.397 3.326 -3.643
Ge 3.440 -0.843 -2.245
S 1.379 -0.112 -2.207
C 3.808 -1.530 -4.057
C 2.879 -1.787 -5.051
F 1.580 -1.548 -4.866
C 3.246 -2.299 -6.286
F 2.326 -2.531 -7.222
C 4.575 -2.574 -6.549
F 4.934 -3.066 -7.729
C 5.531 -2.338 -5.575
F 6.813 -2.604 -5.819
C 5.127 -1.828 -4.358
F 6.075 -1.613 -3.429
C 3.936 -2.418 -1.171
C 3.080 -3.507 -1.208
F 1.914 -3.409 -1.859
C 3.379 -4.719 -0.614
F 2.520 -5.736 -0.655
C 4.585 -4.861 0.048
F 4.884 -6.009 0.648
C 5.478 -3.805 0.089
F 6.646 -3.950 0.713
C 5.151 -2.610 -0.529
F 6.077 -1.649 -0.501



Record 2
198
Properties=species:S:1:pos:R:3 method="wB97M-V/def2-TZVPD" gap_ha=0.283 max_force_ha_per_bohr=0.0883 total_charge=+1 homo_energy_ha=-0.347 lumo_energy_ev=-1.7474
Sn -2.123 3.858 0.587
B 0.223 0.889 -0.049
F 0.804 0.695 1.277
F -0.721 -0.115 -0.229
F -0.344 2.175 -0.107
F 1.256 0.803 -0.973
C 6.492 4.363 -1.813
O 6.144 3.537 -0.947
N 7.354 5.298 -1.518
N 6.109 4.211 -3.136
H 7.623 5.980 -2.242
H 7.787 5.315 -0.656
H 5.279 3.638 -3.147
H 6.002 5.007 -3.780
C -2.169 -2.707 -0.603
O -2.948 -1.912 -1.127
N -1.101 -3.157 -1.340
N -2.182 -3.242 0.649
H -1.236 -3.090 -2.396
H -0.652 -4.023 -1.145
H -1.479 -3.974 0.775
H -3.091 -3.169 1.176
C 2.827 3.893 -3.606
O 3.412 4.164 -4.581
N 2.155 4.779 -2.818
N 2.861 2.586 -3.033
H 2.175 5.758 -2.994
H 1.993 4.459 -1.842
H 2.249 2.300 -2.263
H 3.296 1.777 -3.496
C 2.903 -2.140 -2.575
O 3.318 -3.140 -3.192
N 1.531 -1.938 -2.186
N 3.675 -1.037 -2.284
H 1.017 -2.777 -2.140
H 1.309 -1.344 -1.330
H 3.353 -0.357 -1.626
H 4.687 -1.150 -2.318
C -1.291 6.495 -1.416
O -1.453 5.814 -0.360
N -1.232 7.849 -1.352
N -1.020 5.875 -2.585
H -1.422 8.265 -0.447
H -1.525 8.287 -2.234
H -0.847 4.874 -2.625
H -0.753 6.337 -3.462
C -0.929 8.421 2.205
O -1.450 9.020 1.258
N -1.032 7.023 2.238
N -0.140 8.998 3.084
H -0.168 6.527 2.342
H -1.465 6.760 1.334
H -0.152 10.008 3.108
H 0.015 8.634 3.978
C -3.421 1.180 1.978
O -3.589 2.042 1.104
N -3.039 -0.054 1.765
N -3.538 1.552 3.310
H -2.895 -0.247 0.752
H -3.094 -0.795 2.493
H -3.985 2.384 3.635
H -3.244 0.870 3.968
C 3.642 6.863 -0.468
O 4.558 6.334 -1.070
N 2.911 7.953 -0.982
N 3.214 6.354 0.743
H 3.337 8.246 -1.844
H 2.094 8.374 -0.658
H 3.724 5.531 1.018
H 2.313 6.665 1.085
C -5.704 -2.110 1.049
O -4.915 -2.778 1.694
N -6.620 -1.244 1.671
N -5.725 -2.117 -0.267
H -6.339 -0.330 1.372
H -6.568 -1.299 2.639
H -6.442 -1.669 -0.747
H -5.078 -2.767 -0.820
C -3.690 -2.070 4.983
O -3.324 -1.119 4.301
N -4.352 -3.142 4.452
N -3.334 -2.152 6.320
H -4.567 -3.030 3.491
H -4.303 -3.994 4.939
H -3.564 -2.986 6.892
H -2.878 -1.396 6.826
C 0.799 3.279 2.777
O 0.301 4.317 2.318
N -0.035 2.368 3.428
N 2.065 2.936 2.845
H -1.009 2.509 3.159
H 0.203 1.421 3.131
H 2.830 3.455 2.443
H 2.226 2.054 3.186
C -2.261 2.235 -2.112
O -2.315 3.420 -1.580
N -3.055 1.305 -1.597
N -1.503 1.990 -3.146
H -3.549 1.508 -0.701
H -2.974 0.334 -1.932
H -1.368 1.059 -3.558
H -0.821 2.695 -3.506
C 0.734 -7.154 -4.966
C 0.304 -7.306 -3.520
C 0.417 -8.804 -3.039
C 1.881 -9.312 -2.775
C 2.547 -8.333 -1.771
C 2.491 -6.883 -2.212
N 1.056 -6.499 -2.513
O 0.908 -5.102 -2.849
C 2.823 -5.973 -0.939
C 3.437 -6.639 -3.341
C -1.164 -6.946 -3.448
H 0.860 -6.141 -5.252
H -0.017 -7.543 -5.678
H 1.603 -7.659 -5.276
H -0.229 -8.868 -2.162
H 0.023 -9.401 -3.914
H 2.450 -9.359 -3.708
H 1.831 -10.305 -2.409
H 3.595 -8.468 -1.571
H 1.941 -8.473 -0.855
H 3.841 -6.244 -0.697
H 2.898 -4.911 -1.212
H 2.133 -6.260 -0.115
H 3.227 -5.703 -3.879
H 4.429 -6.548 -2.945
H 3.529 -7.432 -4.043
H -1.386 -6.037 -4.029
H -1.473 -6.754 -2.433
H -1.755 -7.710 -3.901
H 1.786 -4.764 -3.082
C -0.017 -4.247 3.243
C 0.978 -3.070 3.205
C 1.766 -3.023 4.543
C 3.013 -2.165 4.641
C 3.929 -2.645 3.462
C 3.246 -2.594 2.089
N 2.013 -3.419 2.269
O 1.267 -3.597 0.971
C 3.096 -1.184 1.653
C 4.077 -3.432 1.108
C 0.261 -1.804 2.884
H -0.096 -4.578 2.255
H -0.983 -3.966 3.628
H 0.547 -5.004 3.839
H 1.071 -2.661 5.287
H 2.032 -3.976 4.872
H 3.494 -2.317 5.596
H 2.780 -1.144 4.524
H 4.110 -3.712 3.643
H 4.921 -2.133 3.442
H 2.833 -0.504 2.449
H 4.016 -0.881 1.089
H 2.247 -0.952 1.019
H 3.882 -4.479 1.362
H 3.720 -3.364 0.135
H 5.143 -3.127 1.157
H 0.858 -0.928 2.739
H -0.548 -1.584 3.644
H -0.240 -1.899 1.961
H 1.247 -2.761 0.495
C -6.427 5.312 2.657
O -6.167 3.927 2.295
H -5.387 5.670 2.610
H -7.107 5.982 2.087
H -6.705 5.460 3.709
H -6.860 3.324 2.520
C -0.597 -1.146 -5.376
O -0.381 -0.314 -4.180
H -1.700 -1.186 -5.484
H -0.231 -0.618 -6.246
H -0.233 -2.163 -5.280
H 0.307 -0.801 -3.678
C 3.838 2.030 0.660
O 4.173 3.319 1.191
H 3.145 2.086 -0.155
H 4.656 1.429 0.186
H 3.435 1.388 1.414
H 4.844 3.737 0.709
C -1.991 4.779 5.139
O -2.548 4.969 3.852
H -2.785 4.656 5.841
H -1.361 3.907 5.073
H -1.402 5.576 5.537
H -2.091 5.740 3.368
C -5.121 4.803 -1.030
O -4.353 4.275 0.061
H -5.914 5.503 -0.652
H -4.450 5.314 -1.672
H -5.498 4.031 -1.669
H -4.966 3.898 0.715
C -4.455 -2.577 -3.568
O -3.360 -3.517 -3.776
H -4.195 -1.755 -4.262
H -5.485 -3.001 -3.814
H -4.385 -2.273 -2.559
H -3.666 -4.418 -3.708



Record 3
186
Properties=species:S:1:pos:R:3 method="wB97M-V/def2-TZVPD" gap_ha=0.338 max_force_ha_per_bohr=0.1931 homo_energy_ha=-0.342 lumo_energy_ev=-0.1259
C 3.090 -5.220 -2.897
O 2.109 -4.899 -3.590
N 3.408 -6.489 -2.570
N 3.933 -4.303 -2.528
H 2.617 -7.116 -2.556
H 4.115 -6.710 -1.883
H 4.800 -4.663 -2.155
H 3.750 -3.346 -2.795
C 2.533 -4.741 3.788
O 2.396 -5.762 4.421
N 3.104 -4.661 2.624
N 2.070 -3.548 4.222
H 2.924 -3.956 1.923
H 3.666 -5.490 2.493
H 1.630 -3.229 5.074
H 2.331 -2.834 3.557
C -6.490 2.862 2.635
O -5.674 3.742 3.018
N -7.761 3.237 2.478
N -6.297 1.650 2.228
H -8.449 2.594 2.113
H -7.982 4.166 2.807
H -7.036 1.151 1.751
H -5.360 1.274 2.203
C -7.183 -5.039 1.845
O -8.173 -4.844 2.457
N -5.950 -4.661 2.194
N -7.032 -5.619 0.673
H -5.284 -4.609 1.436
H -5.843 -4.270 3.119
H -6.101 -5.977 0.514
H -7.747 -6.001 0.070
C -7.845 -0.960 -1.903
O -8.827 -0.684 -1.196
N -6.875 -0.112 -2.189
N -7.637 -2.133 -2.459
H -7.028 0.829 -1.855
H -6.379 -0.246 -3.059
H -8.196 -2.909 -2.136
H -6.859 -2.379 -3.055
C 4.267 -0.002 -5.986
O 4.929 -0.363 -5.049
N 4.557 1.065 -6.724
N 3.161 -0.622 -6.358
H 3.924 1.215 -7.497
H 5.326 1.680 -6.498
H 2.840 -1.399 -5.798
H 2.609 -0.142 -7.054
C 8.467 -1.645 3.276
O 9.570 -1.921 2.962
N 8.063 -0.883 4.154
N 7.418 -2.001 2.558
H 8.679 -0.703 4.933
H 7.127 -0.509 4.082
H 6.525 -1.563 2.736
H 7.540 -2.507 1.693
C 3.238 1.537 4.258
O 3.799 0.529 3.828
N 3.421 2.706 3.729
N 2.304 1.596 5.201
H 3.020 3.555 4.102
H 4.142 2.680 3.023
H 1.985 0.855 5.809
H 1.834 2.481 5.077
C -1.438 -7.140 1.538
C -2.722 -7.985 1.283
C -3.321 -7.951 -0.123
O -3.386 -6.658 -0.732
C -3.058 -6.679 -2.083
N -2.531 -9.310 1.791
H -0.635 -7.540 0.920
H -1.253 -7.263 2.605
H -1.537 -6.080 1.302
H -3.446 -7.521 1.954
H -4.367 -8.221 0.026
H -2.898 -8.766 -0.711
H -3.686 -5.951 -2.596
H -3.398 -7.606 -2.545
H -1.981 -6.580 -2.215
H -1.714 -9.272 2.383
H -2.322 -9.935 1.025
C -6.396 1.305 -6.574
C -6.798 -0.006 -7.025
C -5.551 -0.980 -7.093
O -5.004 -1.262 -5.822
C -3.772 -1.835 -5.999
N -7.861 -0.572 -6.141
H -7.217 2.022 -6.614
H -5.752 1.770 -7.321
H -5.857 1.418 -5.634
H -7.110 0.226 -8.043
H -4.783 -0.547 -7.734
H -5.885 -1.904 -7.564
H -3.861 -2.722 -6.626
H -3.374 -2.198 -5.052
H -3.031 -1.148 -6.408
H -7.508 -1.149 -5.391
H -8.421 -1.249 -6.639
C -1.702 3.500 -8.142
C -0.456 3.453 -7.335
C -0.776 2.843 -5.935
O -1.552 3.721 -5.114
C -2.190 3.078 -4.091
N 0.534 2.678 -8.096
H -2.184 2.529 -8.253
H -1.520 3.841 -9.162
H -2.432 4.224 -7.779
H -0.100 4.482 -7.289
H 0.135 2.561 -5.408
H -1.341 1.955 -6.219
H -2.557 3.817 -3.378
H -1.346 2.572 -3.622
H -2.934 2.299 -4.254
H 0.119 1.819 -8.428
H 0.725 3.343 -8.832
C -1.910 -1.037 -0.108
C -0.421 -1.032 0.426
C 0.623 -0.352 -0.510
O 1.885 -0.910 -0.190
C 2.941 -0.032 -0.353
N -0.419 -0.331 1.708
H -1.806 -1.801 -0.879
H -2.374 -0.069 -0.296
H -2.492 -1.535 0.669
H -0.027 -2.014 0.688
H 0.636 0.729 -0.378
H 0.447 -0.325 -1.585
H 3.097 0.799 0.335
H 2.931 0.459 -1.326
H 3.895 -0.558 -0.314
H -1.070 -0.743 2.362
H 0.480 -0.269 2.164
C 1.525 6.126 -0.441
C 1.631 7.630 -0.203
C 3.061 7.872 0.104
O 3.333 9.269 0.422
C 4.756 9.471 0.785
N 1.203 8.176 -1.472
H 2.026 5.807 -1.355
H 0.449 5.955 -0.486
H 1.772 5.532 0.438
H 0.927 7.956 0.563
H 3.702 7.521 -0.705
H 3.422 7.264 0.934
H 5.077 8.895 1.653
H 4.936 10.503 1.089
H 5.329 9.147 -0.084
H 0.272 7.907 -1.757
H 1.069 9.161 -1.298
C -4.126 -1.566 6.313
C -2.626 -1.681 6.021
C -1.905 -2.054 7.387
O -0.510 -1.986 7.275
C 0.203 -2.062 8.415
N -2.399 -2.806 5.137
H -4.755 -1.389 5.441
H -4.374 -0.826 7.074
H -4.400 -2.519 6.765
H -2.176 -0.771 5.626
H -2.211 -3.053 7.698
H -2.383 -1.347 8.065
H 1.240 -1.885 8.128
H -0.093 -2.950 8.973
H -0.057 -1.383 9.228
H -1.422 -3.060 5.183
H -2.793 -3.594 5.630
C 10.396 4.173 4.611
C 9.511 5.435 4.372
C 8.184 5.172 3.624
O 8.435 4.557 2.331
C 7.494 4.916 1.350
N 9.250 6.031 5.646
H 9.866 3.360 5.107
H 11.317 4.318 5.175
H 10.761 3.843 3.638
H 9.960 6.173 3.707
H 7.691 6.140 3.537
H 7.547 4.634 4.325
H 7.899 4.719 0.357
H 7.297 5.988 1.359
H 6.508 4.470 1.477
H 8.945 6.981 5.491
H 10.127 6.292 6.074
O -1.463 3.441 2.329
H -2.391 3.337 2.540
H -1.219 2.618 1.906